1.
The following is a DFT calculation (the ωB97M-V functional and the def2-TZVPD basis) of C29H34FInN4O8Se as an isolated structure at a distorted geometry.

```
78
Properties=species:S:1:pos:R:3:lowdin_charge:R:1
In 1.621 -0.873 -0.638 1.248
C 2.735 1.845 -2.529 -0.158
C 3.925 0.932 -2.398 -0.156
O 3.583 -0.446 -2.456 -0.203
C 3.398 -0.964 -3.771 -0.156
C 3.080 -2.420 -3.620 -0.169
O 1.760 -2.520 -3.099 -0.181
C 1.409 -3.859 -2.777 -0.176
C -0.039 -3.880 -2.393 -0.159
O -0.203 -3.083 -1.225 -0.188
C -1.543 -2.674 -1.018 -0.157
C -1.903 -1.493 -1.888 -0.111
O -1.019 -0.429 -1.514 -0.137
C -0.947 0.640 -2.382 -0.302
C 0.752 2.482 -1.427 -0.058
O 1.803 1.539 -1.490 -0.213
H 3.093 2.870 -2.410 0.150
H 2.259 1.749 -3.508 0.132
H 4.646 1.182 -3.179 0.147
H 4.390 1.085 -1.425 0.139
H 2.566 -0.463 -4.276 0.134
H 4.311 -0.847 -4.359 0.148
H 3.144 -2.917 -4.591 0.146
H 3.790 -2.882 -2.927 0.143
H 1.564 -4.513 -3.638 0.146
H 2.021 -4.209 -1.942 0.119
H -0.636 -3.484 -3.218 0.135
H -0.348 -4.908 -2.187 0.147
H -2.243 -3.488 -1.225 0.147
H -1.624 -2.389 0.031 0.137
H -1.787 -1.723 -2.949 0.137
H -2.936 -1.199 -1.690 0.150
H -0.140 0.830 -4.145 0.138
H -1.893 0.786 -2.909 0.177
H 0.826 3.185 -2.259 0.142
H 0.822 3.033 -0.489 0.151
C -3.745 4.486 2.420 -0.014
C -4.281 3.261 1.682 -0.293
C -5.371 2.525 2.449 -0.123
C -4.807 1.918 3.728 -0.116
C -3.595 1.078 3.428 -0.114
C -3.226 0.045 4.259 0.079
C -2.091 -0.714 3.983 -0.249
F -1.778 -1.721 4.806 0.095
C -1.298 -0.458 2.902 0.070
C -1.660 0.574 2.027 -0.043
C -0.804 0.866 0.887 -0.282
O 0.366 0.381 0.858 -0.101
C -1.358 1.747 -0.083 -0.038
C -2.490 2.458 0.243 0.051
N -3.169 2.325 1.383 0.031
C -2.813 1.334 2.281 -0.061
C -0.770 1.983 -1.478 -0.368
O -1.444 2.884 -2.205 0.124
O 0.085 0.424 -3.299 0.049
H -4.569 5.164 2.643 0.099
H -3.020 5.021 1.805 0.087
H -3.261 4.211 3.358 0.087
H -4.677 3.586 0.720 0.149
H -5.790 1.737 1.819 0.132
H -6.174 3.226 2.675 0.131
H -5.563 1.319 4.233 0.130
H -4.524 2.711 4.424 0.128
H -3.816 -0.190 5.137 0.145
H -0.408 -1.038 2.706 0.131
H -2.861 3.188 -0.464 0.151
Se 3.577 -4.690 1.193 1.242
N 4.455 -4.028 2.540 -0.208
C 4.280 -2.720 2.524 -0.365
C 4.814 -1.773 3.437 0.047
C 4.516 -0.460 3.233 -0.012
C 3.680 -0.069 2.151 -0.064
N 3.169 -0.911 1.288 0.042
C 3.456 -2.227 1.441 -0.478
N 2.984 -3.132 0.607 -0.249
H 5.425 -2.102 4.269 0.138
H 4.903 0.305 3.892 0.122
H 3.416 0.975 2.016 0.133
```

## Properties
Net charge ... +2
Frontier orbital gap (alpha / beta) ... 6.21 / 5.83 eV
E_LUMO (alpha / beta) ... -7.0 / -7.1 eV
Multiplicity ... 1
HOMO (alpha / beta) ... -13.255 / -12.973 eV

2.
The following is a DFT calculation (the ωB97M-V functional and the def2-TZVPD basis) of one molecule with the formula C4H6N2O.

```
13
Properties=species:S:1:pos:R:3:lowdin_charge:R:1
C -2.164 0.407 0.274 -0.028
C -0.764 -0.067 0.097 -0.308
C -0.285 -1.133 -0.570 -0.102
N 1.098 -1.075 -0.661 0.116
C 1.388 0.030 -0.056 -0.485
N 2.642 0.594 0.019 0.146
O 0.335 0.710 0.448 0.103
H -2.407 1.177 -0.467 0.084
H -2.811 -0.455 0.076 0.084
H -2.413 0.795 1.267 0.080
H -0.853 -1.941 -1.010 0.112
H 2.897 1.020 0.897 0.097
H 3.335 -0.063 -0.313 0.100
```

## Properties
ΔE to the lowest compared entry with this formula, charge and spin ... 56.37 kJ/mol
Frontier orbital gap ... 9.12 eV
E_LUMO ... 0.9 eV
Multiplicity ... 1
HOMO ... -8.178 eV

3.
The following is a DFT calculation (the ωB97M-V functional and the def2-TZVPD basis) of C9H17AsClN2O4S5SbW as an isolated structure at a distorted geometry.

```
41
Properties=species:S:1:pos:R:3:lowdin_spin:R:1
W 1.023 -0.182 -1.944 1.194
S 3.863 -2.580 -4.002 -0.018
Sb 2.304 -2.654 -2.435 0.070
S 2.850 -0.970 -0.647 0.273
S 0.057 -1.206 -3.701 0.294
S 1.916 -4.560 -1.330 0.004
C 0.131 -2.590 1.113 -0.002
As -0.584 -1.783 -0.494 0.003
C -1.398 -3.304 -1.367 -0.002
C -2.240 -1.110 0.301 0.004
H -0.603 -3.310 1.475 0.000
H 0.293 -1.822 1.870 0.000
H 1.065 -3.097 0.886 0.001
H -2.127 -3.726 -0.676 -0.001
H -0.638 -4.042 -1.604 0.000
H -1.888 -2.973 -2.281 -0.001
H -2.702 -1.957 0.806 0.000
H -2.910 -0.729 -0.465 0.000
H -2.047 -0.326 1.034 0.000
O 2.717 0.461 -3.392 0.008
Cl 2.204 1.840 -3.234 0.006
O 1.911 1.853 -1.715 0.029
O 3.145 2.827 -3.568 0.002
O 0.961 1.958 -3.921 0.035
C -2.320 3.369 2.706 0.000
C -1.279 2.616 1.949 -0.001
C -0.214 1.977 2.506 0.002
C 0.657 1.257 1.652 0.003
N 0.337 1.019 0.394 0.022
C -0.728 1.644 -0.164 0.007
S -1.179 1.295 -1.726 0.050
N -1.415 2.548 0.601 0.003
C 1.963 0.747 2.158 0.007
H -1.923 3.733 3.650 0.000
H -3.157 2.702 2.920 0.000
H -2.696 4.216 2.132 0.000
H -0.032 2.026 3.569 0.000
H -2.222 2.973 0.162 0.002
H 2.105 1.004 3.205 0.000
H 2.762 1.188 1.560 0.003
H 2.036 -0.331 2.020 0.002
```

## Properties
ΔE to the lowest compared entry with this formula, charge and spin ... 215.95 kJ/mol
Frontier orbital gap (alpha / beta) ... 5.62 / 6.15 eV
E_LUMO (alpha / beta) ... -1.5 / -1.6 eV
Multiplicity ... 3
⟨S²⟩ ... 2.03
HOMO (alpha / beta) ... -7.145 / -7.702 eV

What did the second record say?
The following is a DFT calculation (the ωB97M-V functional and the def2-TZVPD basis) of one molecule with the formula C4H6N2O.

```
13
Properties=species:S:1:pos:R:3:lowdin_charge:R:1
C -2.164 0.407 0.274 -0.028
C -0.764 -0.067 0.097 -0.308
C -0.285 -1.133 -0.570 -0.102
N 1.098 -1.075 -0.661 0.116
C 1.388 0.030 -0.056 -0.485
N 2.642 0.594 0.019 0.146
O 0.335 0.710 0.448 0.103
H -2.407 1.177 -0.467 0.084
H -2.811 -0.455 0.076 0.084
H -2.413 0.795 1.267 0.080
H -0.853 -1.941 -1.010 0.112
H 2.897 1.020 0.897 0.097
H 3.335 -0.063 -0.313 0.100
```

## Properties
ΔE to the lowest compared entry with this formula, charge and spin ... 56.37 kJ/mol
Frontier orbital gap ... 9.12 eV
E_LUMO ... 0.9 eV
Multiplicity ... 1
HOMO ... -8.178 eV